[1]
{
  "formula": "C20H24FNOP2Pr",
  "method": "the ωB97M-V functional and the def2-TZVPD basis",
  "homo_energy_ha": [-0.405, -0.406],
  "lumo_ha": [-0.1511, -0.1510],
  "s2": 2.003,
  "de_lowest_kj_mol": 37.90,
  "homo_lumo_gap_ev": [6.92, 6.93],
  "charge": 1,
  "spin_multiplicity": 3,
  "symbols": ["C", "C", "C", "C", "C", "C", "C", "C", "C", "C", "C", "C", "C", "H", "H", "H", "H", "H", "H", "H", "N", "Pr", "C", "H", "H", "C", "H", "H", "P", "P", "C", "H", "H", "H", "C", "H", "H", "H", "C", "H", "H", "H", "C", "H", "H", "H", "C", "O", "H", "F"],
  "xyz": [[2.55124, 2.95190, -3.53122], [1.35004, 2.55178, -2.98124], [0.73832, 1.27903, -3.32440], [1.35966, 0.48383, -4.36356], [2.59178, 0.94985, -4.91575], [3.20709, 2.10488, -4.46398], [0.69222, -0.68400, -4.83967], [-0.65430, -0.91290, -4.42774], [-1.23052, -0.07857, -3.40010], [-2.63620, -0.26975, -3.05436], [-3.34029, -1.33186, -3.56635], [-2.73179, -2.22236, -4.48612], [-1.44633, -1.97325, -4.96768], [2.99751, 3.89908, -3.18415], [3.04547, 0.38885, -5.75570], [4.15151, 2.48085, -4.87252], [1.20205, -1.37956, -5.50404], [-4.37104, -1.52636, -3.19808], [-3.32793, -3.04262, -4.88404], [-1.01728, -2.57799, -5.78616], [-0.44773, 0.86767, -2.73531], [0.24459, -0.12478, -0.30593], [0.65880, 3.47805, -1.98578], [-0.42806, 3.54650, -2.15457], [1.12104, 4.46939, -1.88687], [-3.31873, 0.67745, -2.07148], [-3.05198, 1.72964, -2.23986], [-4.40796, 0.54869, -2.01839], [0.88542, 2.66374, -0.39208], [-2.68147, 0.25675, -0.42653], [-3.45257, -1.33678, -0.03021], [-3.19273, -1.63993, 0.99414], [-4.53825, -1.22271, -0.13088], [-3.09068, -2.12054, -0.70564], [-3.37047, 1.51944, 0.67888], [-4.46876, 1.41769, 0.68725], [-2.96464, 1.38988, 1.69868], [-3.07407, 2.51918, 0.31900], [2.69284, 2.69297, -0.11904], [2.99861, 3.73655, -0.20530], [2.91132, 2.29739, 0.88308], [3.20953, 2.06758, -0.85827], [0.14007, 3.83466, 0.75145], [0.18073, 3.40800, 1.76457], [0.72837, 4.75396, 0.66451], [-0.91209, 3.98500, 0.45436], [-0.29087, -2.52738, -0.56223], [-0.37093, -3.65924, -0.76545], [0.47532, -1.38222, -2.12775], [-0.12474, -0.02138, 1.87321]]
}



[2]
{
  "formula": "C59H41IrN6Se",
  "method": "the ωB97M-V functional and the def2-TZVPD basis",
  "homo_energy_ha": [-0.352, -0.352],
  "lumo_ha": [-0.1604, -0.1629],
  "s2": 0.794,
  "de_lowest_kj_mol": 476.38,
  "homo_lumo_gap_ev": [5.21, 5.14],
  "charge": 1,
  "spin_multiplicity": 2,
  "symbols": ["Ir", "C", "C", "C", "C", "C", "C", "C", "C", "C", "C", "C", "N", "C", "C", "C", "C", "C", "C", "C", "C", "C", "C", "C", "C", "C", "N", "C", "C", "C", "C", "C", "C", "C", "C", "C", "C", "C", "C", "N", "C", "C", "N", "C", "C", "C", "C", "C", "C", "H", "H", "H", "H", "H", "H", "H", "H", "H", "H", "H", "H", "H", "H", "H", "H", "H", "H", "H", "H", "H", "H", "H", "H", "H", "H", "H", "H", "N", "C", "C", "C", "C", "C", "C", "C", "C", "N", "C", "H", "H", "H", "H", "H", "H", "H", "H", "Se", "C", "C", "C", "C", "C", "C", "H", "H", "H", "H", "H"],
  "xyz": [[-0.07151, -0.40892, 0.19699], [5.98779, -1.37662, 0.91259], [5.90719, -0.91382, -0.38971], [4.80879, -0.17772, -0.80201], [3.78929, 0.10808, 0.09549], [3.86499, -0.36952, 1.40149], [4.96029, -1.11022, 1.80479], [2.54469, 0.80708, -0.32361], [1.88479, 1.66238, 0.68509], [2.29049, 2.71918, 1.50899], [1.26649, 2.92228, 2.41299], [0.25989, 1.94958, 2.14279], [0.65459, 1.22768, 1.06249], [-0.82071, 1.56298, 2.97159], [-1.43641, 0.31018, 2.84329], [-2.30021, -0.31022, 3.81259], [-2.39951, -1.62262, 3.48769], [-1.66301, -1.81852, 2.27349], [-1.44341, -3.04892, 1.65279], [-1.60801, -4.22022, 2.55049], [-0.50091, -4.54672, 3.33029], [-0.60031, -5.50902, 4.31709], [-1.80751, -6.15272, 4.53569], [-2.89571, -5.87052, 3.72619], [-2.80111, -4.90352, 2.73759], [-0.95181, -3.22952, 0.34199], [-0.62791, -2.23062, -0.52941], [-0.26721, -2.83452, -1.70961], [0.15109, -2.14772, -2.88411], [0.78669, -2.91582, -3.99071], [0.00109, -3.72912, -4.79971], [0.57209, -4.44212, -5.83841], [1.92999, -4.34112, -6.08791], [2.71239, -3.52792, -5.28521], [2.14759, -2.80572, -4.24691], [0.00869, -0.82482, -3.08271], [1.34079, 1.17668, -4.12481], [2.15049, 1.46058, -2.90221], [2.06649, 0.86048, -1.70841], [1.50399, -0.06812, -0.95151], [-0.35391, -4.24572, -1.57001], [-0.79621, -4.49602, -0.30231], [-1.15211, -0.61482, 1.87259], [-1.05491, 2.42588, 4.14289], [-1.34561, 3.77928, 3.97169], [-1.44761, 4.62348, 5.06179], [-1.23691, 4.13478, 6.34009], [-0.94581, 2.79318, 6.52019], [-0.86241, 1.94278, 5.43489], [6.84279, -1.95842, 1.22739], [6.70709, -1.11962, -1.08531], [4.73499, 0.17338, -1.82121], [3.05679, -0.16722, 2.09329], [5.01169, -1.48282, 2.81629], [3.22779, 3.23678, 1.44869], [1.23879, 3.63498, 3.21409], [-2.76531, 0.18918, 4.63739], [-2.92841, -2.39472, 4.00819], [0.43449, -4.03292, 3.15659], [0.26179, -5.73532, 4.92709], [-1.89351, -6.87712, 5.33239], [-3.82851, -6.39332, 3.87779], [-3.65421, -4.66792, 2.11889], [-1.06361, -3.78622, -4.62781], [-0.04591, -5.06912, -6.46111], [2.36879, -4.87532, -6.91761], [3.77119, -3.45282, -5.47521], [2.75419, -2.15752, -3.62991], [1.02779, 2.14198, -4.54021], [2.92059, 2.20628, -3.03781], [-0.14011, -4.95672, -2.34121], [-1.00341, -5.44192, 0.15849], [-1.50311, 4.16568, 2.97599], [-1.67581, 5.66998, 4.91789], [-1.29671, 4.79518, 7.19089], [-0.76731, 2.41308, 7.51279], [-0.60831, 0.90408, 5.57749], [-2.01791, 1.03578, -0.37451], [-2.75191, 0.66768, -1.51251], [-4.13641, 0.54158, -1.48531], [-4.83811, 0.26118, -2.64611], [-4.17041, 0.13638, -3.84831], [-2.77801, 0.20948, -3.89571], [-2.05721, 0.14998, -5.15101], [-0.72461, 0.25408, -5.20991], [0.10199, 0.30768, -3.98951], [-0.66451, 0.31478, -2.69861], [-2.06801, 0.40828, -2.70411], [-2.61321, 1.19938, 0.43199], [-1.42781, 1.84968, -0.57211], [-4.66271, 0.67628, -0.55181], [-5.91011, 0.16368, -2.61211], [-4.71051, -0.03432, -4.76601], [-2.64581, 0.11728, -6.05571], [-0.20181, 0.30558, -6.15221], [1.99899, 0.71078, -4.87081], [0.21149, 3.37438, -1.65991], [0.25459, 5.01948, -0.73711], [-0.60291, 5.21538, 0.34439], [-0.60711, 6.42408, 1.00909], [0.24369, 7.44598, 0.60909], [1.09799, 7.25098, -0.46731], [1.10559, 6.04688, -1.14181], [-1.27051, 4.41708, 0.64159], [-1.28571, 6.57438, 1.83559], [0.23369, 8.39318, 1.12829], [1.75319, 8.04868, -0.78301], [1.76019, 5.89988, -1.98771]]
}



[3]
{
  "formula": "C24H19MnN2O2P",
  "method": "the ωB97M-V functional and the def2-TZVPD basis",
  "homo_energy_ha": [-0.282, -0.304],
  "lumo_ha": [0.0195, 0.0093],
  "s2": 8.763,
  "de_lowest_kj_mol": 36.67,
  "homo_lumo_gap_ev": [8.21, 8.52],
  "charge": 0,
  "spin_multiplicity": 6,
  "symbols": ["Mn", "C", "C", "C", "C", "C", "C", "P", "C", "C", "C", "C", "C", "C", "C", "C", "C", "C", "C", "C", "H", "H", "H", "H", "H", "H", "H", "H", "H", "H", "H", "H", "H", "H", "O", "N", "N", "O", "C", "C", "C", "C", "C", "C", "H", "H", "H", "H", "H"],
  "xyz": [[-0.15402, -1.39829, -0.98134], [2.70644, 2.24921, 0.64263], [1.46447, 2.56805, 0.11168], [0.37337, 1.74858, 0.35154], [0.50680, 0.61773, 1.16073], [1.75847, 0.30448, 1.68838], [2.85364, 1.11621, 1.43090], [-1.00624, -0.39934, 1.31225], [-1.81101, 0.25528, 2.80511], [-3.20244, 0.27569, 2.86521], [-3.85151, 0.72077, 4.00730], [-3.11444, 1.14618, 5.10304], [-1.72744, 1.13283, 5.05094], [-1.07880, 0.69397, 3.90616], [-0.75685, -2.17012, 1.62861], [-0.90985, -2.78261, 2.87245], [-0.78299, -4.15987, 2.95273], [-0.46207, -4.89387, 1.81503], [-0.25991, -4.25952, 0.59679], [-0.41475, -2.87756, 0.46354], [3.56193, 2.87810, 0.43357], [1.34848, 3.44708, -0.50951], [-0.59021, 1.98274, -0.08564], [1.87813, -0.58502, 2.29693], [3.82127, 0.86377, 1.84471], [-3.77809, -0.06221, 2.01178], [-4.93311, 0.73987, 4.03900], [-3.61991, 1.49021, 5.99608], [-1.14847, 1.46301, 5.90381], [0.00385, 0.69426, 3.87333], [-1.14913, -2.20330, 3.75660], [-0.92418, -4.66363, 3.90090], [-0.36536, -5.97072, 1.88643], [0.01439, -4.85630, -0.26618], [0.35164, -2.35568, -2.89008], [0.64228, -1.57786, -3.84772], [0.61255, -0.33839, -3.54772], [0.30043, 0.10706, -2.34590], [0.92242, 0.62897, -4.55621], [1.28826, 0.22540, -5.83556], [1.57636, 1.19335, -6.78155], [1.50189, 2.54285, -6.46120], [1.13664, 2.92521, -5.18081], [0.84480, 1.97069, -4.21711], [1.34246, -0.82479, -6.07745], [1.86232, 0.88850, -7.77950], [1.72936, 3.29128, -7.20849], [1.07602, 3.97459, -4.92384], [0.56212, 2.24316, -3.21238]]
}



> Look up the charge of the first one.

+1



> Which formula does entry 2 have?

C59H41IrN6Se



> What is the formula in the third record?

C24H19MnN2O2P